Density functional theory data (ωB97M-V/def2-TZVPD) for a molecular structure, C34H30BrN7O4Pd in a non-equilibrium geometry.

ORCA input file:
```
! wB97M-V def2-TZVPD RIJCOSX def2/J DEFGRID3
* xyz -2 1
Pd 0.238 -0.192 -1.420
Br 7.926 3.346 4.599
C 6.945 4.049 3.109
C 5.639 3.635 2.885
C 4.939 4.141 1.811
C 5.512 5.102 0.935
C 6.841 5.495 1.210
C 7.549 4.974 2.275
N 4.803 5.814 0.012
N 3.702 5.435 -0.540
C 3.412 4.153 -0.796
C 4.358 3.092 -0.801
C 4.027 1.820 -1.149
C 2.695 1.451 -1.545
O 2.432 0.343 -2.031
C 1.665 2.501 -1.407
N 0.380 2.122 -1.551
C -0.577 3.015 -1.421
C -0.310 4.360 -1.150
C 0.993 4.767 -0.994
C 2.032 3.828 -1.109
H 5.177 2.911 3.542
H 3.917 3.825 1.647
H 7.302 6.228 0.560
H 8.570 5.283 2.457
H 5.392 3.338 -0.591
H 4.790 1.054 -1.199
H -1.596 2.655 -1.516
H -1.128 5.060 -1.032
H 1.245 5.793 -0.764
O -2.458 -0.113 -0.995
C -3.019 -0.194 0.289
C -1.837 -0.244 1.434
O -2.235 -0.389 2.603
O -0.680 -0.140 0.993
C -3.800 -1.487 0.423
C -3.743 -2.429 -0.604
C -4.399 -3.647 -0.494
C -5.123 -3.959 0.648
C -5.177 -3.031 1.680
C -4.529 -1.810 1.570
C -3.883 1.044 0.523
C -4.307 1.769 -0.595
C -5.049 2.932 -0.462
C -5.386 3.408 0.798
C -4.978 2.695 1.915
C -4.240 1.525 1.783
H -1.414 -0.112 -0.881
H -3.181 -2.194 -1.497
H -4.343 -4.365 -1.306
H -5.640 -4.909 0.734
H -5.728 -3.265 2.585
H -4.564 -1.113 2.392
H -4.040 1.397 -1.574
H -5.360 3.480 -1.345
H -5.948 4.329 0.905
H -5.231 3.064 2.903
H -3.896 1.004 2.664
C -1.043 -6.690 -1.325
C 0.450 -6.599 -1.014
C 0.666 -6.199 0.445
C 1.158 -5.634 -1.985
N 0.637 -4.292 -1.937
C 0.857 -3.321 -1.023
N 0.013 -2.341 -1.249
N -0.719 -2.725 -2.328
N -0.358 -3.884 -2.739
H -1.517 -7.448 -0.699
H -1.211 -6.949 -2.372
H -1.536 -5.737 -1.129
H 0.908 -7.582 -1.176
H 0.187 -5.243 0.658
H 1.730 -6.115 0.679
H 0.227 -6.944 1.109
H 1.027 -5.996 -3.005
H 2.224 -5.597 -1.753
H 1.622 -3.346 -0.270
*
```

energy above the lowest of the compared OMol25 structures with the same formula, charge and spin: 34.0 kcal/mol
LUMO level: 0.13920 hartree
HOMO-LUMO gap: 4.10 eV



Density functional theory data (ωB97M-V/def2-TZVPD) for a molecular structure, C34H30ClN5O4SSbV.

ORCA input file:
```
! wB97M-V def2-TZVPD RIJCOSX def2/J DEFGRID3
* xyz -1 4
V -0.845 0.052 -0.344
C -1.527 4.428 -0.285
C -1.603 2.937 -0.351
N -0.719 2.125 0.117
N 0.376 2.643 0.758
C 0.696 1.986 1.833
N 1.816 2.424 2.486
S -0.243 0.709 2.581
C -2.765 2.279 -0.963
C -3.850 2.971 -1.492
C -4.930 2.261 -1.983
C -4.909 0.875 -1.935
C -3.791 0.245 -1.411
N -2.744 0.928 -0.949
H -2.377 4.840 0.264
H -0.605 4.730 0.203
H -1.547 4.852 -1.293
H 2.459 2.977 1.945
H 2.210 1.788 3.160
H -3.836 4.052 -1.509
H -5.784 2.781 -2.397
H -5.736 0.281 -2.296
H -3.715 -0.835 -1.349
O -1.408 -4.030 0.304
Cl -1.793 -2.950 -0.611
O -3.141 -3.202 -1.136
O -1.932 -1.685 0.256
O 0.810 -1.049 0.149
C -0.032 0.465 -2.391
C 0.906 -0.566 -2.756
C 0.493 -1.754 -3.398
C 1.383 -2.750 -3.740
C 2.745 -2.619 -3.456
C 3.177 -1.461 -2.792
C 2.286 -0.474 -2.453
C 3.677 -3.638 -3.826
N 4.430 -4.461 -4.121
H -0.892 0.511 -3.063
H 0.423 1.447 -2.253
H -0.558 -1.887 -3.628
H 1.028 -3.645 -4.237
H 4.229 -1.355 -2.552
H 2.635 0.411 -1.933
C 3.524 -5.779 0.310
C 2.879 -4.958 -0.602
C 2.192 -3.832 -0.158
C 2.153 -3.531 1.198
C 2.803 -4.359 2.112
C 3.485 -5.481 1.667
Sb 1.198 -1.753 1.807
C 0.021 -2.565 3.378
C -0.413 -3.878 3.245
C -1.117 -4.480 4.280
C -1.371 -3.783 5.451
C -0.930 -2.474 5.589
C -0.241 -1.861 4.552
C 2.885 -0.716 2.542
C 3.143 -0.504 3.893
C 4.263 0.220 4.280
C 5.127 0.734 3.321
C 4.876 0.512 1.973
C 3.758 -0.215 1.584
H 4.063 -6.652 -0.035
H 2.922 -5.189 -1.659
H 1.694 -3.186 -0.871
H 2.778 -4.139 3.175
H 3.989 -6.123 2.380
H -0.235 -4.426 2.330
H -1.473 -5.495 4.160
H -1.921 -4.257 6.255
H -1.133 -1.921 6.497
H 0.069 -0.829 4.644
H 2.467 -0.888 4.647
H 4.459 0.387 5.333
H 5.997 1.303 3.624
H 5.549 0.910 1.224
H 3.552 -0.373 0.530
*
```

energy above the lowest of the compared OMol25 structures with the same formula, charge and spin: 19.1 kcal/mol
LUMO level (alpha / beta): 0.08602 / 0.08052 hartree
HOMO-LUMO gap (alpha / beta): 6.08 / 6.49 eV



Density functional theory data (ωB97M-V/def2-TZVPD) for 6 unconnected molecules or ions with the total composition C34H30F40I2N2O6PS in a non-equilibrium geometry.

ORCA input file:
```
! wB97M-V def2-TZVPD RIJCOSX def2/J DEFGRID3
* xyz 1 1
C 8.772 -1.059 7.477
C 9.077 -0.639 6.072
C 7.939 -0.444 4.878
C 6.502 0.006 5.555
C 6.071 1.510 6.018
N 4.808 2.004 6.637
I 4.537 4.025 7.075
N 3.811 1.130 6.932
C 4.038 -0.291 6.610
C 2.767 -1.291 7.054
C 1.925 -1.859 5.755
O 1.626 -3.184 5.769
I 1.225 -0.651 4.067
C 5.274 -1.083 5.902
P 5.400 -2.946 5.517
S 6.342 -3.994 6.890
H 7.806 -1.637 7.805
H 9.560 -0.737 8.301
H 10.197 -0.397 5.824
H 8.342 0.407 4.178
H 7.896 -1.457 4.290
H 6.900 2.350 5.829
H 3.186 -2.137 7.761
H 1.974 -0.682 7.706
H 6.193 -3.067 4.289
H 4.151 -3.610 5.247
C 11.591 4.529 2.777
C 11.715 3.926 1.370
C 10.553 3.032 0.949
F 10.408 1.959 1.761
F 10.758 2.537 -0.301
F 12.906 3.276 1.267
F 11.789 4.972 0.485
O 12.295 3.849 3.819
C 11.611 2.737 4.394
C 12.322 1.403 4.139
F 12.463 1.156 2.810
F 11.611 0.362 4.650
F 10.323 2.740 3.974
F 11.566 2.982 5.732
H 12.063 5.517 2.732
H 10.549 4.738 3.054
H 9.611 3.587 0.934
H 13.317 1.394 4.589
C -2.264 0.042 -0.888
C -1.077 0.756 -0.225
C -0.738 0.269 1.180
F -1.760 0.444 2.048
F 0.315 0.965 1.687
F -1.295 2.099 -0.246
F 0.020 0.549 -1.024
O -3.525 0.712 -0.813
C -4.259 0.500 0.392
C -4.434 1.780 1.217
F -3.238 2.327 1.556
F -5.086 1.527 2.384
F -3.683 -0.507 1.093
F -5.477 0.034 0.006
H -2.042 0.005 -1.961
H -2.340 -1.012 -0.590
H -0.462 -0.790 1.176
H -5.001 2.532 0.663
C -10.250 -2.169 -2.407
C -10.890 -0.921 -3.033
C -10.498 -0.655 -4.482
F -9.168 -0.458 -4.629
F -11.103 0.473 -4.943
F -10.631 0.156 -2.242
F -12.251 -1.094 -2.984
O -9.087 -1.948 -1.606
C -7.858 -1.856 -2.324
C -7.210 -0.471 -2.223
F -8.033 0.503 -2.692
F -6.073 -0.405 -2.967
F -8.059 -2.255 -3.603
F -7.036 -2.788 -1.769
H -10.988 -2.576 -1.706
H -10.098 -2.974 -3.139
H -10.802 -1.480 -5.132
H -6.958 -0.228 -1.188
C -0.715 -4.612 -4.190
C -0.889 -3.374 -3.299
C -0.235 -3.473 -1.925
F -0.738 -4.489 -1.187
F -0.453 -2.337 -1.208
F -2.213 -3.078 -3.200
F -0.325 -2.313 -3.963
O -1.807 -5.535 -4.209
C -1.824 -6.483 -3.143
C -3.029 -6.312 -2.212
F -3.063 -5.072 -1.657
F -2.980 -7.194 -1.177
F -0.639 -6.440 -2.489
F -1.876 -7.706 -3.738
H -0.654 -4.245 -5.221
H 0.246 -5.117 -4.024
H 0.847 -3.607 -2.010
H -3.968 -6.465 -2.749
C -6.626 2.447 -5.091
C -7.727 3.513 -5.180
C -8.447 3.584 -6.522
F -7.610 3.885 -7.541
F -9.393 4.562 -6.507
F -7.208 4.721 -4.829
F -8.656 3.218 -4.213
O -5.287 2.903 -5.302
C -4.882 3.000 -6.667
C -4.590 4.441 -7.101
F -5.672 5.244 -6.937
F -4.264 4.499 -8.421
F -5.803 2.388 -7.449
F -3.750 2.252 -6.770
H -6.628 2.085 -4.057
H -6.855 1.556 -5.691
H -8.951 2.641 -6.752
H -3.765 4.867 -6.524
*
```

LUMO level: -0.20559 hartree
HOMO-LUMO gap: 6.14 eV



Density functional theory data (ωB97M-V/def2-TZVPD) for a molecular structure, C34H30MnN3O4PSTe in a non-equilibrium geometry.

ORCA input file:
```
! wB97M-V def2-TZVPD RIJCOSX def2/J DEFGRID3
* xyz 1 5
Mn -0.839 0.871 -0.427
N 1.232 2.374 -2.163
P 1.255 0.831 -1.425
C 2.964 0.686 -0.854
C 3.249 0.570 0.503
C 4.571 0.530 0.921
C 5.596 0.606 -0.010
C 5.309 0.709 -1.367
C 3.994 0.742 -1.794
C 1.197 -0.308 -2.836
C 0.534 0.027 -4.012
C 0.431 -0.906 -5.032
C 0.967 -2.174 -4.871
C 1.610 -2.518 -3.689
C 1.726 -1.587 -2.670
C 0.226 3.266 -1.888
C 0.238 4.560 -2.414
C -0.791 5.419 -2.105
C -1.811 4.987 -1.258
C -1.754 3.707 -0.772
N -0.771 2.840 -1.090
H 2.049 2.734 -2.631
H 2.438 0.500 1.220
H 4.800 0.438 1.974
H 6.626 0.577 0.319
H 6.109 0.751 -2.094
H 3.766 0.790 -2.854
H 0.101 1.014 -4.129
H -0.070 -0.641 -5.954
H 0.888 -2.900 -5.670
H 2.020 -3.511 -3.561
H 2.239 -1.843 -1.749
H 1.055 4.871 -3.051
H -0.797 6.425 -2.503
H -2.625 5.638 -0.976
H -2.490 3.341 -0.071
C -4.542 1.975 -0.572
Te -3.272 0.564 -1.602
C -4.140 -1.051 -0.494
H -4.226 2.126 0.459
H -5.552 1.569 -0.584
H -4.544 2.923 -1.106
H -4.696 -1.678 -1.186
H -4.804 -0.626 0.252
H -3.362 -1.635 -0.012
O 0.544 -1.171 1.575
C -0.041 -1.747 0.691
N -0.747 -1.088 -0.329
C -1.140 -2.003 -1.286
O -1.771 -1.733 -2.295
C -0.732 -3.355 -0.832
C -0.911 -4.591 -1.414
C -0.436 -5.700 -0.718
C 0.184 -5.559 0.516
C 0.370 -4.303 1.092
C -0.093 -3.207 0.396
H -1.400 -4.693 -2.374
H -0.553 -6.686 -1.150
H 0.534 -6.435 1.046
H 0.860 -4.191 2.050
O -0.675 -0.822 7.996
C -0.205 0.301 7.426
O 0.461 1.066 8.064
C -0.528 0.533 5.979
C -1.528 -0.146 5.290
C -1.778 0.132 3.957
C -1.019 1.092 3.297
S -1.357 1.519 1.632
C -0.017 1.780 3.981
C 0.217 1.503 5.314
H -1.162 -1.375 7.380
H -2.155 -0.882 5.781
H -2.564 -0.385 3.424
H 0.566 2.530 3.464
H 0.973 2.036 5.874
*
```

energy above the lowest of the compared OMol25 structures with the same formula, charge and spin: 14.8 kcal/mol
LUMO level (alpha / beta): -0.15758 / -0.12975 hartree
HOMO-LUMO gap (alpha / beta): 6.02 / 7.14 eV



Density functional theory data (ωB97M-V/def2-TZVPD) for C34H30N2O6 in the gas phase in a non-equilibrium geometry.

ORCA input file:
```
! wB97M-V def2-TZVPD RIJCOSX def2/J DEFGRID3
* xyz 0 1
C 0.251 5.437 1.741
N 1.017 4.462 2.489
C 1.371 4.830 3.838
C 1.335 3.230 1.994
C 1.436 3.052 0.595
C 1.613 1.770 0.104
C 1.447 0.636 0.922
C 1.194 -0.717 0.250
C -0.091 -0.692 -0.523
C -0.417 0.581 -1.315
C -1.824 0.765 -1.822
C -2.766 1.320 -0.925
C -3.896 1.976 -1.371
C -4.118 2.060 -2.755
N -5.063 3.009 -3.233
O -5.194 3.150 -4.471
O -5.711 3.692 -2.405
C -3.268 1.390 -3.666
C -2.138 0.737 -3.203
C -0.069 -1.807 -1.555
O 0.269 -1.646 -2.715
O -0.485 -3.021 -1.077
C -1.838 -2.968 -0.536
C -2.824 -2.504 -1.593
C -2.074 -4.354 0.024
O -1.835 -2.042 0.588
C -1.184 -0.858 0.517
O -1.418 0.008 1.346
C 1.095 -1.942 1.218
C 0.397 -2.129 2.397
C 0.556 -3.329 3.109
C 1.414 -4.335 2.647
C 2.168 -4.127 1.490
C 2.005 -2.931 0.798
C 2.799 -2.425 -0.319
C 3.893 -3.024 -0.937
C 4.613 -2.284 -1.883
C 4.239 -0.964 -2.164
C 3.121 -0.378 -1.547
C 2.380 -1.119 -0.640
C 1.547 0.824 2.305
C 1.544 2.112 2.838
H 0.017 5.093 0.729
H -0.694 5.663 2.259
H 0.826 6.368 1.674
H 2.367 4.438 4.088
H 1.386 5.923 3.887
H 0.653 4.437 4.573
H 1.335 3.900 -0.092
H 1.729 1.707 -0.976
H -0.295 1.408 -0.608
H 0.316 0.655 -2.133
H -2.598 1.284 0.146
H -4.572 2.472 -0.678
H -3.492 1.464 -4.724
H -1.471 0.220 -3.898
H -2.582 -1.492 -1.951
H -2.793 -3.201 -2.442
H -3.833 -2.505 -1.162
H -1.269 -4.588 0.731
H -3.044 -4.397 0.523
H -2.058 -5.075 -0.802
H -0.250 -1.350 2.800
H -0.003 -3.466 4.038
H 1.503 -5.273 3.193
H 2.850 -4.867 1.080
H 4.139 -4.050 -0.670
H 5.480 -2.732 -2.376
H 4.824 -0.364 -2.869
H 2.866 0.644 -1.799
H 1.610 -0.019 2.985
H 1.568 2.256 3.923
*
```

energy above the lowest of the compared OMol25 structures with the same formula, charge and spin: 0.0 kcal/mol
LUMO level: -0.03104 hartree
structure (SMILES): CN(C)c1ccc(C2(C3(Cc4ccc([N+](=O)[O-])cc4)C(=O)OC(C)(C)OC3=O)c3ccccc3-c3ccccc32)cc1
HOMO-LUMO gap: 6.62 eV



Density functional theory data (ωB97M-V/def2-TZVPD) for a molecular structure, C34H30O13S2 in a non-equilibrium geometry.

ORCA input file:
```
! wB97M-V def2-TZVPD RIJCOSX def2/J DEFGRID3
* xyz 0 1
C 7.432 1.726 -0.195
C 5.896 1.422 -0.448
C 5.083 2.702 -0.768
C 4.714 3.548 0.491
O 3.826 2.451 -1.471
S 3.117 1.035 -0.973
O 3.048 0.226 -2.220
O 1.526 1.418 -0.531
S 1.125 0.384 0.777
H 7.932 0.746 -0.256
H 7.573 2.138 0.818
H 7.882 2.340 -0.998
H 5.872 0.701 -1.285
H 5.533 0.951 0.489
H 5.658 3.349 -1.460
H 5.587 3.913 1.054
H 4.084 4.390 0.146
H 4.045 2.912 1.112
H 2.346 0.228 1.391
C -2.910 1.411 1.146
C -2.443 0.381 0.444
C -3.101 -0.945 0.497
O -2.674 -1.885 -0.141
C -4.297 -1.080 1.356
C -4.763 -0.050 2.058
C -4.107 1.274 2.006
O -4.536 2.214 2.645
H -2.443 2.388 1.122
H -1.570 0.462 -0.191
H -4.766 -2.055 1.381
H -5.636 -0.131 2.692
C -8.249 1.154 1.418
C -9.352 1.899 1.457
C -10.564 1.514 0.699
O -11.570 2.194 0.733
C -10.505 0.272 -0.103
C -9.402 -0.473 -0.143
C -8.190 -0.090 0.615
O -7.185 -0.771 0.580
H -7.353 1.421 1.965
H -9.414 2.810 2.038
H -11.402 0.008 -0.649
H -9.341 -1.384 -0.724
C -14.758 4.728 4.978
C -15.899 4.088 4.730
C -16.009 3.116 3.618
O -17.050 2.535 3.392
C -14.802 2.881 2.795
C -13.659 3.520 3.043
C -13.550 4.492 4.154
O -12.510 5.073 4.382
H -14.658 5.442 5.785
H -16.792 4.247 5.322
H -14.900 2.166 1.988
H -12.768 3.360 2.450
C 9.741 -1.002 -1.882
C 10.793 -1.309 -2.637
C 10.626 -1.810 -4.020
O 11.586 -2.094 -4.707
C 9.245 -1.956 -4.532
C 8.192 -1.649 -3.776
C 8.360 -1.149 -2.394
O 7.397 -0.868 -1.708
H 9.844 -0.636 -0.868
H 11.811 -1.209 -2.279
H 9.143 -2.324 -5.545
H 7.175 -1.750 -4.133
C 11.106 -4.931 -2.368
C 11.626 -5.890 -3.132
C 11.137 -7.285 -3.049
O 11.611 -8.160 -3.743
C 10.049 -7.572 -2.087
C 9.530 -6.612 -1.323
C 10.019 -5.218 -1.407
O 9.545 -4.340 -0.713
H 11.451 -3.907 -2.413
H 12.421 -5.697 -3.842
H 9.704 -8.597 -2.042
H 8.734 -6.803 -0.614
*
```

LUMO level: -0.06659 hartree
HOMO-LUMO gap: 7.77 eV



Copy entry 1 word for word.
Density functional theory data (ωB97M-V/def2-TZVPD) for a molecular structure, C34H30BrN7O4Pd in a non-equilibrium geometry.

ORCA input file:
```
! wB97M-V def2-TZVPD RIJCOSX def2/J DEFGRID3
* xyz -2 1
Pd 0.238 -0.192 -1.420
Br 7.926 3.346 4.599
C 6.945 4.049 3.109
C 5.639 3.635 2.885
C 4.939 4.141 1.811
C 5.512 5.102 0.935
C 6.841 5.495 1.210
C 7.549 4.974 2.275
N 4.803 5.814 0.012
N 3.702 5.435 -0.540
C 3.412 4.153 -0.796
C 4.358 3.092 -0.801
C 4.027 1.820 -1.149
C 2.695 1.451 -1.545
O 2.432 0.343 -2.031
C 1.665 2.501 -1.407
N 0.380 2.122 -1.551
C -0.577 3.015 -1.421
C -0.310 4.360 -1.150
C 0.993 4.767 -0.994
C 2.032 3.828 -1.109
H 5.177 2.911 3.542
H 3.917 3.825 1.647
H 7.302 6.228 0.560
H 8.570 5.283 2.457
H 5.392 3.338 -0.591
H 4.790 1.054 -1.199
H -1.596 2.655 -1.516
H -1.128 5.060 -1.032
H 1.245 5.793 -0.764
O -2.458 -0.113 -0.995
C -3.019 -0.194 0.289
C -1.837 -0.244 1.434
O -2.235 -0.389 2.603
O -0.680 -0.140 0.993
C -3.800 -1.487 0.423
C -3.743 -2.429 -0.604
C -4.399 -3.647 -0.494
C -5.123 -3.959 0.648
C -5.177 -3.031 1.680
C -4.529 -1.810 1.570
C -3.883 1.044 0.523
C -4.307 1.769 -0.595
C -5.049 2.932 -0.462
C -5.386 3.408 0.798
C -4.978 2.695 1.915
C -4.240 1.525 1.783
H -1.414 -0.112 -0.881
H -3.181 -2.194 -1.497
H -4.343 -4.365 -1.306
H -5.640 -4.909 0.734
H -5.728 -3.265 2.585
H -4.564 -1.113 2.392
H -4.040 1.397 -1.574
H -5.360 3.480 -1.345
H -5.948 4.329 0.905
H -5.231 3.064 2.903
H -3.896 1.004 2.664
C -1.043 -6.690 -1.325
C 0.450 -6.599 -1.014
C 0.666 -6.199 0.445
C 1.158 -5.634 -1.985
N 0.637 -4.292 -1.937
C 0.857 -3.321 -1.023
N 0.013 -2.341 -1.249
N -0.719 -2.725 -2.328
N -0.358 -3.884 -2.739
H -1.517 -7.448 -0.699
H -1.211 -6.949 -2.372
H -1.536 -5.737 -1.129
H 0.908 -7.582 -1.176
H 0.187 -5.243 0.658
H 1.730 -6.115 0.679
H 0.227 -6.944 1.109
H 1.027 -5.996 -3.005
H 2.224 -5.597 -1.753
H 1.622 -3.346 -0.270
*
```

energy above the lowest of the compared OMol25 structures with the same formula, charge and spin: 34.0 kcal/mol
LUMO level: 0.13920 hartree
HOMO-LUMO gap: 4.10 eV